a | Density functional theory data (ωB97M-V/def2-TZVPD) for C24H28N2O5 in the gas phase.

```
! RIJCOSX wB97M-V def2-TZVPD def2/J DEFGRID3
* xyz 0 1
C -3.645 -0.873 2.857
C -3.114 -0.046 1.738
O -1.814 0.353 1.828
C -1.543 1.078 0.723
C -2.684 1.157 -0.094
C -2.636 1.864 -1.310
C -3.828 1.985 -2.205
C -1.435 2.437 -1.656
C -0.296 2.325 -0.851
O 0.838 2.863 -1.341
C 2.022 2.723 -0.706
O 3.034 3.063 -1.290
C 2.019 2.178 0.645
C 3.354 2.217 1.339
C 4.025 0.853 1.183
O 4.186 0.084 2.110
N 4.384 0.589 -0.088
C 4.742 -0.740 -0.520
C 3.538 -1.478 -1.120
C 2.441 -1.673 -0.069
N 1.199 -2.146 -0.631
C 0.749 -3.515 -0.550
C -0.743 -3.415 -0.893
C -0.825 -2.165 -1.768
C 0.384 -1.345 -1.343
O 0.598 -0.178 -1.593
C 0.895 1.612 1.163
C 0.872 0.927 2.491
C -0.313 1.664 0.385
C -3.699 0.409 0.597
C -5.109 0.164 0.180
H -4.456 -0.356 3.369
H -4.027 -1.825 2.490
H -2.846 -1.062 3.568
H -3.588 2.592 -3.074
H -4.659 2.447 -1.676
H -4.151 1.004 -2.547
H -1.328 2.970 -2.587
H 3.248 2.445 2.399
H 3.972 2.977 0.859
H 4.151 1.271 -0.799
H 5.543 -0.672 -1.260
H 5.107 -1.274 0.361
H 3.863 -2.443 -1.514
H 3.127 -0.886 -1.940
H 2.232 -0.706 0.396
H 2.768 -2.368 0.706
H 0.925 -3.920 0.450
H 1.284 -4.141 -1.277
H -1.110 -4.308 -1.392
H -1.322 -3.266 0.020
H -1.741 -1.593 -1.635
H -0.721 -2.401 -2.829
H 1.867 0.823 2.910
H 0.240 1.481 3.185
H 0.438 -0.065 2.381
H -5.146 -0.334 -0.787
H -5.654 1.102 0.098
H -5.610 -0.463 0.913
*
```

Summary:
SMILES: Cc1oc2c(c(C)cc3oc(=O)c(CC(=O)NCCCN4CCCC4=O)c(C)c32)c1C
HOMO energy (eV): -7.7
Gap between HOMO and LUMO (eV): 8.16
LUMO energy (eV): 0.45

b | Density functional theory data (ωB97M-V/def2-TZVPD) for C24H28N2O5 in the gas phase.

```
! RIJCOSX wB97M-V def2-TZVPD def2/J DEFGRID3
* xyz 0 1
C -5.984 -1.508 0.701
C -4.546 -1.530 0.327
O -3.762 -2.486 0.927
C -2.513 -2.307 0.464
C -1.377 -3.013 0.794
C -0.190 -2.624 0.186
O 0.913 -3.315 0.566
C 2.147 -3.041 0.072
O 3.083 -3.671 0.517
C 2.261 -1.990 -0.928
C 3.662 -1.769 -1.434
C 4.563 -1.166 -0.338
C 3.823 -0.033 0.343
O 3.642 1.052 -0.181
N 3.358 -0.327 1.577
C 2.494 0.587 2.291
C 1.016 0.362 1.938
C 0.139 1.606 2.124
N -0.001 2.370 0.910
C 1.090 3.118 0.322
C 0.528 3.604 -1.021
C -0.988 3.518 -0.851
C -1.190 2.555 0.307
O -2.242 2.054 0.651
C 1.182 -1.251 -1.308
C 1.348 -0.117 -2.274
C -0.119 -1.561 -0.748
C -1.293 -0.872 -1.061
C -2.481 -1.233 -0.456
C -3.830 -0.747 -0.521
C -4.294 0.424 -1.310
H -6.611 -1.469 -0.187
H -6.221 -2.404 1.269
H -6.204 -0.635 1.314
H -1.380 -3.829 1.497
H 4.081 -2.735 -1.722
H 3.656 -1.115 -2.302
H 4.825 -1.939 0.382
H 5.471 -0.775 -0.798
H 3.424 -1.276 1.910
H 2.801 1.594 2.001
H 2.658 0.465 3.364
H 0.952 0.068 0.890
H 0.620 -0.461 2.536
H -0.877 1.307 2.397
H 0.546 2.244 2.918
H 1.360 3.957 0.976
H 1.969 2.487 0.178
H 0.859 2.942 -1.820
H 0.865 4.611 -1.257
H -1.424 4.477 -0.564
H -1.508 3.172 -1.743
H 0.450 0.482 -2.353
H 1.592 -0.500 -3.264
H 2.162 0.528 -1.945
H -1.297 -0.054 -1.762
H -5.378 0.498 -1.292
H -3.957 0.348 -2.342
H -3.870 1.326 -0.870
*
```

Summary:
SMILES: Cc1oc2cc3oc(=O)c(CCC(=O)NCCCN4CCCC4=O)c(C)c3cc2c1C
HOMO energy (eV): -7.9
Gap between HOMO and LUMO (eV): 8.12
LUMO energy (eV): 0.19

c | Density functional theory data (ωB97M-V/def2-TZVPD) for C24H28N2O5 in the gas phase.

```
! RIJCOSX wB97M-V def2-TZVPD def2/J DEFGRID3
* xyz 0 1
C 7.406 1.863 0.156
O 6.442 1.867 -0.869
C 5.356 1.060 -0.748
C 4.438 1.113 -1.801
C 3.306 0.333 -1.781
C 3.058 -0.527 -0.709
C 1.867 -1.347 -0.681
C 1.481 -2.386 0.129
C 0.186 -2.719 -0.325
C -0.742 -3.743 0.226
C -1.814 -3.108 1.121
C -1.245 -2.523 2.416
C -0.397 -1.265 2.254
O 0.744 -1.186 2.666
N -1.046 -0.237 1.677
C -0.476 1.074 1.472
C -0.668 1.550 0.025
C -2.108 1.423 -0.383
C -2.512 0.348 -1.160
C -3.848 0.172 -1.505
O -4.325 -0.864 -2.253
C -3.392 -1.756 -2.821
C -4.783 1.099 -1.054
C -4.391 2.177 -0.283
C -3.057 2.351 0.064
O -2.580 3.382 0.833
C -3.477 4.384 1.235
N -0.153 -1.955 -1.335
O 0.880 -1.104 -1.567
C 3.968 -0.570 0.344
C 5.106 0.212 0.328
H 8.171 2.572 -0.157
H 6.980 2.188 1.110
H 7.859 0.873 0.277
H 4.643 1.779 -2.625
H 2.601 0.378 -2.598
H 2.016 -2.833 0.938
H -0.169 -4.473 0.800
H -1.235 -4.255 -0.603
H -2.340 -2.339 0.551
H -2.539 -3.881 1.385
H -2.072 -2.269 3.086
H -0.625 -3.270 2.916
H -1.994 -0.356 1.355
H -0.960 1.788 2.148
H 0.584 1.007 1.723
H -0.046 0.958 -0.645
H -0.355 2.593 -0.032
H -1.763 -0.354 -1.491
H -3.983 -2.474 -3.387
H -2.705 -1.237 -3.496
H -2.808 -2.281 -2.060
H -5.819 0.964 -1.320
H -5.143 2.877 0.044
H -3.943 4.878 0.376
H -2.880 5.110 1.786
H -4.258 3.988 1.893
H 3.772 -1.206 1.193
H 5.788 0.158 1.162
*
```

Summary:
SMILES: COc1ccc(-c2cc(CCCC(=O)NCCc3cc(OC)ccc3OC)no2)cc1
HOMO energy (eV): -7.8
Gap between HOMO and LUMO (eV): 8.51
LUMO energy (eV): 0.73

d | Density functional theory data (ωB97M-V/def2-TZVPD) for C24H28N2O5 in the gas phase.

```
! RIJCOSX wB97M-V def2-TZVPD def2/J DEFGRID3
* xyz 0 1
C 6.682 -1.820 1.174
O 5.630 -2.370 0.416
C 4.562 -1.588 0.116
C 4.406 -0.262 0.510
C 3.268 0.435 0.150
C 2.268 -0.166 -0.610
C 1.081 0.578 -0.971
C 0.054 0.316 -1.844
C -0.785 1.450 -1.748
C -2.051 1.697 -2.489
C -2.530 3.156 -2.405
C -3.850 3.307 -1.651
C -3.926 2.689 -0.260
O -4.956 2.170 0.135
N -2.828 2.808 0.507
C -2.781 2.305 1.863
C -1.556 1.437 2.134
C -1.488 0.129 1.393
C -2.453 -0.321 0.516
C -2.317 -1.519 -0.174
C -1.190 -2.297 0.026
O -0.921 -3.477 -0.612
C -1.881 -3.981 -1.507
C -0.222 -1.885 0.942
C -0.362 -0.686 1.616
O 0.541 -0.214 2.525
C 1.590 -1.060 2.926
N -0.285 2.304 -0.889
O 0.867 1.779 -0.405
C 2.429 -1.497 -1.005
C 3.557 -2.196 -0.644
H 7.416 -2.617 1.280
H 7.143 -0.969 0.662
H 6.341 -1.507 2.166
H 5.160 0.236 1.098
H 3.146 1.461 0.462
H -0.086 -0.542 -2.465
H -2.815 1.031 -2.079
H -1.895 1.398 -3.528
H -1.752 3.759 -1.936
H -2.678 3.549 -3.413
H -4.081 4.369 -1.536
H -4.662 2.860 -2.228
H -1.948 3.097 0.099
H -3.707 1.753 2.038
H -2.757 3.158 2.554
H -0.653 2.007 1.896
H -1.513 1.225 3.206
H -3.349 0.254 0.358
H -3.098 -1.821 -0.853
H -2.837 -4.171 -1.008
H -2.044 -3.302 -2.350
H -1.476 -4.922 -1.877
H 0.631 -2.527 1.086
H 1.208 -1.995 3.348
H 2.130 -0.510 3.696
H 2.271 -1.286 2.100
H 1.658 -1.985 -1.578
H 3.691 -3.226 -0.935
*
```

Summary:
SMILES: COc1ccc(-c2cc(CCCC(=O)NCCc3ccc(OC)cc3OC)no2)cc1
HOMO energy (eV): -8.1
Gap between HOMO and LUMO (eV): 8.66
LUMO energy (eV): 0.60

Which structure loses on stability? c does.

a | Density functional theory data (ωB97M-V/def2-TZVPD) for 4 unconnected molecules or ions with the total composition H9O4.

```
! RIJCOSX wB97M-V def2-TZVPD def2/J DEFGRID3
* xyz 0 2
O -0.251 -0.448 2.624
H -0.659 -0.421 3.482
H 0.435 -1.129 2.757
O -1.437 0.853 -0.710
H -1.971 0.079 -1.025
H -1.972 1.658 -0.885
O 1.235 -0.444 -2.029
H 2.076 -0.778 -2.379
H 0.688 -0.380 -2.831
O 0.640 0.317 0.318
H -0.214 0.740 -0.195
H 1.098 -0.183 -0.377
H 0.334 0.135 1.248
*
```

Summary:
HOMO energy (alpha / beta) (eV): -2.9 / -12.2
Gap between HOMO and LUMO (alpha / beta) (eV): 3.17 / 12.27
LUMO energy (alpha / beta) (eV): 0.27 / 0.08

b | Density functional theory data (ωB97M-V/def2-TZVPD) for 4 unconnected molecules or ions with the total composition H9O4.

```
! RIJCOSX wB97M-V def2-TZVPD def2/J DEFGRID3
* xyz 0 2
O 1.460 0.472 -0.032
H 0.998 -0.077 0.780
H 1.964 -0.223 -0.569
H 0.543 0.719 -0.603
O -0.804 -1.644 0.083
H -1.635 -1.562 -0.316
H -0.325 -2.559 0.163
O -0.019 -0.157 1.703
H -0.869 -0.532 1.672
H 0.399 -0.493 2.571
O -0.569 1.463 -1.663
H -0.626 2.468 -1.843
H -0.991 1.183 -2.577
*
```

Summary:
HOMO energy (alpha / beta) (eV): -3.2 / -11.5
Gap between HOMO and LUMO (alpha / beta) (eV): 3.64 / 11.75
LUMO energy (alpha / beta) (eV): 0.48 / 0.26

Which structure loses on stability? b does.

a | Density functional theory data (ωB97M-V/def2-TZVPD) for C5H8FN in the gas phase.

```
! RIJCOSX wB97M-V def2-TZVPD def2/J DEFGRID3
* xyz 0 1
C -2.409 -0.629 0.275
C -1.598 -0.101 -0.577
F -1.972 0.356 -1.744
C -0.116 0.018 -0.232
C 0.946 0.351 -1.376
N 0.164 -0.041 0.993
C 1.563 0.133 1.419
H -3.477 -0.806 -0.003
H -2.021 -0.850 1.314
H 1.585 1.094 -0.918
H 0.244 0.629 -2.175
H 1.303 -0.689 -1.626
H 1.586 0.006 2.475
H 2.002 1.181 1.267
H 2.200 -0.652 0.907
*
```

Summary:
SMILES: C=C(F)/C(C)=N/C
HOMO energy (eV): -9.3
Gap between HOMO and LUMO (eV): 10.26
LUMO energy (eV): 0.96

b | Density functional theory data (ωB97M-V/def2-TZVPD) for C5H8FN in the gas phase.

```
! RIJCOSX wB97M-V def2-TZVPD def2/J DEFGRID3
* xyz 0 1
C -0.223 -1.087 -0.400
C 1.115 -0.725 0.319
C -1.251 -0.048 0.103
C 1.493 0.781 0.075
C -2.456 0.019 -0.562
N 0.713 1.617 -0.444
F -3.320 0.747 0.296
H 0.027 -1.141 -1.515
H -0.559 -2.067 -0.202
H 1.070 -0.939 1.369
H 1.955 -1.374 -0.080
H -1.355 0.020 1.198
H -0.646 0.733 -0.352
H 2.417 0.910 0.660
H 1.020 2.554 -0.463
*
```

Summary:
HOMO energy (eV): -8.6
Gap between HOMO and LUMO (eV): 9.38
LUMO energy (eV): 0.74

Which structure loses on stability? b does.

a | Density functional theory data (ωB97M-V/def2-TZVPD) for a molecular structure, C4H2N2O3.

```
! RIJCOSX wB97M-V def2-TZVPD def2/J DEFGRID3
* xyz 0 1
C -0.517 -1.081 0.295
C 1.187 -0.310 -0.847
C 0.966 0.949 0.202
C -1.693 -0.030 -0.112
H 2.280 -0.280 -1.247
H 2.047 1.070 0.982
N 0.442 -1.305 -0.811
N -0.037 1.673 0.560
O -0.364 -1.609 1.432
O -1.455 1.314 0.042
O -2.857 -0.392 -0.496
*
```

Summary:
HOMO energy (eV): -10.8
Gap between HOMO and LUMO (eV): 9.81
LUMO energy (eV): -0.99

b | Density functional theory data (ωB97M-V/def2-TZVPD) for C4H2N2O3 in the gas phase.

```
! RIJCOSX wB97M-V def2-TZVPD def2/J DEFGRID3
* xyz 0 1
O -1.619 -1.097 -1.678
C -0.695 -0.807 -0.976
C 0.727 -1.354 -0.954
N 1.601 -0.717 -0.275
C 0.880 0.335 0.387
O 1.379 1.029 1.201
C -0.552 0.380 -0.045
N -1.478 1.058 0.539
O -1.073 1.841 1.553
H 0.916 -2.242 -1.523
H -0.086 1.575 1.772
*
```

Summary:
SMILES: O=c1cnc(=O)/c1=N\O
HOMO energy (eV): -10.2
Gap between HOMO and LUMO (eV): 8.58
LUMO energy (eV): -1.65

Which structure loses on stability? a does.